[1]
The following is a quantum chemistry calculation of C40H44F4N3NiP2S as an isolated structure, from the Open Molecules 2025 dataset.

Geometry as ORCA input:
```
! RIJCOSX wB97M-V def2-TZVPD def2/J DEFGRID3
* xyz 1 1
Ni -0.34138 -0.22037 0.09981
C -1.73443 -2.25388 3.75342
C -1.11889 -1.94450 2.39364
N -0.95414 -0.51241 2.05546
C -0.06879 0.20064 3.00505
C 1.38617 -0.21330 2.89644
C -2.27520 0.15603 1.97384
C -2.17187 1.52583 1.31208
N -1.06279 1.46796 0.37031
C -0.64301 2.56516 -0.33343
C 0.59929 2.53878 -0.99623
F 1.34251 1.40021 -0.95633
C 1.10619 3.61572 -1.68077
F 2.29841 3.48733 -2.28386
C 0.42818 4.81350 -1.75561
C -0.78990 4.87181 -1.11248
F -1.50845 5.99879 -1.15984
C -1.31757 3.79083 -0.43149
F -2.53444 3.94162 0.13054
H -1.82555 -3.33556 3.85599
H -2.73103 -1.82667 3.86138
H -1.11374 -1.90045 4.57621
H -1.74287 -2.37618 1.61185
H -0.14391 -2.42548 2.31344
H -0.43542 0.06189 4.02598
H -0.14766 1.26123 2.77460
H 1.54466 -1.25571 3.17931
H 1.99545 0.40240 3.55759
H 1.74449 -0.06207 1.87567
H -2.73514 0.25372 2.96121
H -2.91417 -0.49199 1.37023
H -1.97717 2.29683 2.06525
H -3.13409 1.76990 0.85931
H 0.82536 5.66016 -2.29532
C -0.37922 -7.05742 -4.09524
S -1.38118 -5.85771 -4.99834
C -0.30979 -4.40702 -4.87756
C -0.26636 -3.81003 -3.47823
C 0.57997 -2.53353 -3.43353
N 0.34819 -1.69546 -2.24677
P 0.89301 -1.92686 -0.66381
C 0.75294 -3.70589 -0.32868
C 1.84042 -4.57432 -0.40464
C 1.64752 -5.94376 -0.28541
C 0.37137 -6.45634 -0.09749
C -0.71878 -5.59742 -0.03049
C -0.52689 -4.23183 -0.14543
C 2.66830 -1.58556 -0.63675
C 3.30687 -0.95844 -1.69906
C 4.65057 -0.62687 -1.60611
C 5.35933 -0.91043 -0.44835
C 4.72437 -1.52841 0.62229
C 3.38357 -1.86315 0.53028
P -0.82648 -0.49807 -2.03413
C -2.41884 -1.23587 -2.44366
C -2.85737 -1.32384 -3.76383
C -3.99841 -2.05319 -4.05897
C -4.70836 -2.68140 -3.04330
C -4.29209 -2.57098 -1.72371
C -3.14699 -1.84667 -1.42506
C -0.58982 0.78762 -3.26690
C -1.57881 1.77102 -3.33281
C -1.42603 2.85324 -4.18294
C -0.28777 2.95559 -4.97280
C 0.69520 1.97809 -4.91162
C 0.54954 0.89565 -4.05630
H -0.89776 -8.01183 -4.16462
H -0.27714 -6.78898 -3.04437
H 0.60383 -7.15735 -4.55487
H -0.72284 -3.68549 -5.58679
H 0.69095 -4.67041 -5.23042
H 0.13558 -4.54163 -2.77636
H -1.28552 -3.58538 -3.15893
H 0.36213 -1.92087 -4.31247
H 1.64423 -2.78012 -3.47561
H 2.83791 -4.18765 -0.56723
H 2.49812 -6.60968 -0.34620
H 0.22509 -7.52478 -0.00770
H -1.71707 -5.99384 0.10233
H -1.38355 -3.56975 -0.13080
H 2.75341 -0.71380 -2.59609
H 5.14096 -0.13880 -2.43771
H 6.40621 -0.64696 -0.37520
H 5.27307 -1.74878 1.52833
H 2.89257 -2.34909 1.36589
H -2.30805 -0.82606 -4.55414
H -4.33772 -2.13183 -5.08339
H -5.59670 -3.25200 -3.28050
H -4.85980 -3.04353 -0.93266
H -2.81092 -1.74449 -0.39919
H -2.46622 1.69177 -2.71327
H -2.19083 3.61761 -4.22402
H -0.16638 3.80298 -5.63451
H 1.58233 2.06135 -5.52562
H 1.32770 0.14513 -4.00270
*
```

For the frontier orbital gap (spin up / spin down), the calculation gives 6.972 / 6.969 eV. The molar mass comes out at 795.513 g/mol.

=====

[2]
The following is a quantum chemistry calculation of C50H43AsIN2O2S7SiV as an isolated structure, from the Open Molecules 2025 dataset.

Geometry as ORCA input:
```
! RIJCOSX wB97M-V def2-TZVPD def2/J DEFGRID3
* xyz -2 3
V 0.52914 -1.23070 -2.48998
S 4.82254 -0.94181 -1.52579
As 3.14606 -2.18987 -1.31378
S 1.38741 -1.26561 -0.37951
S 2.05633 -2.66788 -3.19420
S 3.70855 -3.96037 -0.27865
C -0.66869 3.91267 7.55458
C -0.48827 3.16398 6.26008
C -0.29724 1.78626 6.26434
C -0.16607 1.08453 5.07500
C -0.22376 1.76827 3.87299
C -0.39038 3.14260 3.84730
C -0.51425 3.83546 5.04003
S -0.20450 0.83503 2.31333
O -1.05460 1.67247 1.42792
C 1.54582 1.18177 2.02408
C 2.36954 0.36662 2.83069
C 3.71907 0.41739 2.71855
C 4.32135 1.29257 1.78672
C 5.72413 1.36697 1.66487
C 6.30851 2.22599 0.77804
C 5.50317 3.01734 -0.05589
C 4.13927 2.95462 0.03005
C 3.50421 2.11482 0.97400
C 2.07192 2.05546 1.10359
C 1.30190 3.04527 0.30936
C 1.47483 4.39267 0.77522
C 2.03759 4.66388 2.04685
C 2.21570 5.95165 2.48110
C 1.82938 7.03459 1.67891
C 1.24158 6.80604 0.46379
C 1.03931 5.49043 -0.00486
C 0.42171 5.22834 -1.23600
C 0.15082 3.94808 -1.62089
C 0.55997 2.82929 -0.86752
S -0.01645 1.17677 -1.46447
O 0.91043 0.76374 -2.58617
C -1.44283 1.78174 -2.39521
C -1.29543 2.05802 -3.74556
C -2.39881 2.42163 -4.49489
C -3.65954 2.49400 -3.91082
C -4.84788 2.85511 -4.75975
C -3.79189 2.20157 -2.55854
C -2.68875 1.85408 -1.79387
H -1.03102 3.24646 8.33698
H -1.37705 4.73214 7.43280
H 0.28150 4.33558 7.88909
H -0.26365 1.25487 7.20844
H -0.05250 0.00824 5.07398
H -0.44625 3.65015 2.89224
H -0.64233 4.91180 5.02461
H 1.88750 -0.30744 3.52923
H 4.34981 -0.22272 3.32132
H 6.33062 0.71589 2.28198
H 7.38680 2.28630 0.69875
H 5.96792 3.67499 -0.77994
H 3.54120 3.55139 -0.64416
H 2.31857 3.83735 2.68488
H 2.65305 6.12720 3.45594
H 1.97864 8.04788 2.03076
H 0.91614 7.63061 -0.15949
H 0.14059 6.05918 -1.87177
H -0.35744 3.78754 -2.55957
H -0.31904 1.98207 -4.20413
H -2.28258 2.62399 -5.55198
H -5.18736 1.97707 -5.31285
H -4.57677 3.61945 -5.48891
H -5.67739 3.22053 -4.15506
H -4.77143 2.24034 -2.09687
H -2.77736 1.63328 -0.73869
I -0.80396 -1.28140 -4.85853
C -1.89013 -3.16851 3.13541
C -2.75498 -2.25108 2.55428
C -2.59237 -1.89378 1.22301
C -1.56936 -2.43411 0.44177
C -0.69844 -3.33583 1.05275
C -0.85063 -3.70092 2.38354
Si -1.52198 -2.08822 -1.45085
C -2.84043 -3.41231 -1.88408
C -2.88609 -4.62930 -1.20110
C -3.88911 -5.55493 -1.43927
C -4.89770 -5.26514 -2.34927
C -4.86404 -4.06466 -3.04270
C -3.83451 -3.15814 -2.82549
H -2.02970 -3.46980 4.16849
H -3.56088 -1.81956 3.13888
H -3.28496 -1.19229 0.77011
H 0.11714 -3.76664 0.48200
H -0.16238 -4.40983 2.82925
H -2.39793 -0.85162 -1.51984
H -2.11615 -4.86199 -0.47826
H -3.87866 -6.50574 -0.91786
H -5.69079 -5.98221 -2.53053
H -5.64723 -3.83475 -3.75703
H -3.78937 -2.24499 -3.40696
C 0.15656 -7.96465 -4.40385
N 1.03617 -7.36201 -3.44228
C 2.26699 -7.83508 -3.01184
C 2.76730 -6.92317 -2.15511
N 1.85631 -5.90008 -2.06434
C 0.79238 -6.13931 -2.86724
S -0.57730 -5.22512 -3.09403
H 0.30376 -9.04482 -4.41023
H 0.33563 -7.55713 -5.40284
H -0.86776 -7.71797 -4.12399
H 2.65170 -8.77742 -3.35729
H 3.68922 -6.88350 -1.60515
H 2.04259 -5.05160 -1.52215
*
```

For the frontier orbital gap (spin up / spin down), the calculation gives 5.036 / 5.098 eV. The molar mass comes out at 1209.231 g/mol.